1.
Entry from OMol25: a structure of composition C25H17Cl4F4N3O2ReS (ωB97M-V/def2-TZVPD).

Calculated values
**Energy**: -108687.1629 eV
**LUMO energy (alpha / beta)**: -1.5 / -1.4 eV
**Net charge**: 0
**HOMO (alpha / beta)**: -7.0100 / -6.9981 eV
**Molar mass**: 827.51 g mol⁻¹
**HOMO-LUMO gap (alpha / beta)**: 5.53 / 5.64 eV
**Multiplicity**: 2

```
57
C25H17Cl4F4N3O2ReS | OMol25 | ωB97M-V/def2-TZVPD
Re -0.0862 -0.4586 -0.0807
C 0.6505 2.3978 -0.6094
N -0.3323 1.4087 -1.0998
C -1.7037 2.0130 -1.0418
C -0.1173 1.0542 -2.5255
C -1.0209 -0.1518 -2.8061
N -1.3401 -0.8164 -1.5128
C -2.0789 -2.0112 -1.5773
C -2.8916 -2.3284 -0.4798
F -2.9801 -1.4694 0.5425
C -3.6460 -3.4832 -0.4257
F -4.3894 -3.7111 0.6609
C -3.6562 -4.3819 -1.4730
C -2.8905 -4.0709 -2.5740
F -2.8611 -4.9029 -3.6195
C -2.1232 -2.9171 -2.6423
F -1.4115 -2.7419 -3.7635
H 0.5925 3.3008 -1.2225
H 1.6508 1.9731 -0.6793
H 0.4110 2.6415 0.4247
H -1.6487 2.9721 -1.5630
H -1.9945 2.1424 0.0100
H -2.4116 1.3620 -1.5397
H 0.9240 0.7925 -2.6665
H -0.3605 1.9104 -3.1587
H -0.4866 -0.8313 -3.4616
H -1.9545 0.1366 -3.2958
H -4.2420 -5.2880 -1.4342
Cl 5.1853 -4.0359 -2.5078
C 4.1378 -3.1520 -1.4688
C 4.3415 -3.1700 -0.0873
Cl 5.6519 -4.0635 0.5799
C 3.4846 -2.4708 0.7675
Cl 3.6918 -2.4567 2.4734
C 2.4352 -1.7684 0.2079
O 1.5098 -1.0674 0.8626
C 2.2377 -1.7359 -1.1702
O 1.1851 -1.0135 -1.5286
C 3.0785 -2.4288 -2.0224
Cl 2.7760 -2.3756 -3.7146
S 0.1315 3.2121 3.6304
C -0.8688 4.4113 2.9491
C -1.8006 3.8940 2.0986
C -1.7695 2.4680 1.9193
C -0.7365 1.9818 2.6842
C -0.4264 0.6003 2.9024
C 0.1591 0.1826 4.1231
C 0.2634 -1.1356 4.4513
C -0.2001 -2.1029 3.5475
C -0.6313 -1.6587 2.3368
N -0.7137 -0.3477 1.9651
H -0.7218 5.4471 3.2183
H -2.5177 4.5429 1.6079
H 0.4666 0.9445 4.8248
H 0.6871 -1.4290 5.4026
H -0.1710 -3.1601 3.7617
H -0.9090 -2.3820 1.5731
```

=====

2.
Entry from OMol25: a structure of composition C25H17Cl4F4N3O2ReS at a distorted geometry (ωB97M-V/def2-TZVPD).

Calculated values
**Energy**: -108688.1131 eV
**LUMO energy (alpha / beta)**: -1.2 / -1.1 eV
**Net charge**: 0
**HOMO (alpha / beta)**: -7.0350 / -6.9936 eV
**Molar mass**: 827.51 g mol⁻¹
**HOMO-LUMO gap (alpha / beta)**: 5.83 / 5.89 eV
**Multiplicity**: 2

```
57
C25H17Cl4F4N3O2ReS | OMol25 | ωB97M-V/def2-TZVPD
Re 0.1260 -0.1406 0.0181
C 0.6638 -2.8216 1.3388
N 1.2398 -1.4617 1.3158
C 1.3032 -0.9222 2.7119
C 2.6353 -1.4793 0.8048
C 3.0214 -0.0418 0.4657
N 1.7804 0.7440 0.3269
C 1.9733 2.1308 0.1202
C 1.5662 3.0518 1.0778
F 1.0132 2.6251 2.2128
C 1.7272 4.4095 0.8576
F 1.3232 5.2703 1.7948
C 2.3018 4.8783 -0.3059
C 2.7110 3.9670 -1.2594
F 3.2592 4.3923 -2.3998
C 2.5458 2.6104 -1.0546
F 2.9011 1.7397 -2.0023
H 1.2958 -3.4699 1.9515
H 0.6251 -3.2073 0.3216
H -0.3342 -2.7774 1.7704
H 1.7909 -1.6743 3.3393
H 0.2832 -0.7398 3.0799
H 1.8872 -0.0060 2.7199
H 2.6776 -2.1111 -0.0748
H 3.2811 -1.8906 1.5830
H 3.5875 -0.0110 -0.4675
H 3.6287 0.4146 1.2515
H 2.4267 5.9395 -0.4681
Cl 0.6744 -3.4330 -5.9331
C 0.0884 -2.4892 -4.6191
C -1.1940 -1.9401 -4.6684
Cl -2.1986 -2.1956 -6.0407
C -1.6701 -1.1802 -3.5970
Cl -3.2412 -0.4792 -3.5922
C -0.8512 -0.9881 -2.5041
O -1.1859 -0.2982 -1.3922
C 0.4291 -1.5181 -2.4531
O 1.1186 -1.2269 -1.3495
C 0.9054 -2.2790 -3.5075
Cl 2.4956 -2.9343 -3.3953
S -3.7888 -2.1623 1.3675
C -3.2108 -3.1472 2.6359
C -2.2039 -2.5469 3.3393
C -1.8172 -1.2320 2.8964
C -2.6021 -0.9229 1.8252
C -2.6645 0.3625 1.1485
C -3.8987 0.9404 0.8218
C -3.9683 2.1361 0.1431
C -2.7850 2.7815 -0.2074
C -1.6068 2.1798 0.1442
N -1.5169 0.9989 0.8052
H -3.6410 -4.1265 2.7892
H -1.7452 -3.0496 4.1848
H -4.7927 0.4168 1.1280
H -4.9292 2.5659 -0.1079
H -2.7739 3.7151 -0.7497
H -0.6670 2.6340 -0.1418
```

=====

3.
Entry from OMol25: a structure of composition C25H18AuBr3N3O2S at a distorted geometry (ωB97M-V/def2-TZVPD).

Calculated values
**Energy**: -259428.2370 eV
**LUMO energy**: -3.8 eV
**Net charge**: +1
**HOMO**: -10.6096 eV
**Molar mass**: 861.18 g mol⁻¹
**HOMO-LUMO gap**: 6.77 eV
**Multiplicity**: 1

```
53
C25H18AuBr3N3O2S | OMol25 | ωB97M-V/def2-TZVPD
Au 0.0666 -0.5771 -0.1209
Br 0.3109 -5.7507 -1.0299
C 1.6317 -4.5087 -0.5240
C 2.9388 -4.9836 -0.3277
C 3.9581 -4.1444 0.0211
Br 5.6984 -4.8353 0.2664
C 3.7042 -2.7646 0.1957
C 4.6654 -1.7963 0.5392
C 4.2934 -0.4859 0.6738
C 2.9636 -0.1162 0.4757
N 2.0345 -1.0074 0.1578
C 2.3777 -2.3250 0.0088
C 1.3074 -3.1710 -0.3802
O 0.1312 -2.6285 -0.5647
H 3.1325 -6.0387 -0.4613
H 5.6922 -2.1004 0.6907
H 5.0082 0.2808 0.9334
H 2.6579 0.9118 0.5834
N 1.9122 9.1875 -0.1971
C 1.6988 8.0594 -0.1809
C 1.4298 6.6464 -0.1611
C 1.8879 5.8398 -1.2001
C 1.6294 4.4822 -1.1796
C 0.9099 3.9236 -0.1221
C 0.4529 4.7371 0.9156
C 0.7121 6.0943 0.8973
C 0.6397 2.5127 -0.1039
C 0.4741 1.3186 -0.0922
H 2.4418 6.2810 -2.0169
H 1.9764 3.8494 -1.9849
H -0.1016 4.3003 1.7348
H 0.3629 6.7317 1.6977
Br -1.4683 -0.5752 -3.0421
C -2.4147 0.1501 -1.6043
C -3.6768 0.6879 -1.7968
C -4.3499 1.1997 -0.7063
C -3.7540 1.1593 0.5477
C -2.4985 0.6145 0.6682
N -1.8438 0.1207 -0.3976
H -4.1062 0.6951 -2.7871
H -5.3355 1.6272 -0.8323
H -4.2516 1.5489 1.4235
H -1.9817 0.5526 1.6128
C -4.1650 -3.2097 1.7903
S -3.1711 -2.6352 0.4163
C -2.8125 -4.2248 -0.3027
O -1.8993 -2.1276 1.0316
H -3.5598 -3.8864 2.3920
H -5.0543 -3.7112 1.4092
H -4.4542 -2.3392 2.3749
H -3.7356 -4.6350 -0.7120
H -2.3860 -4.8756 0.4590
H -2.0798 -4.0591 -1.0882
```

=====

4.
Entry from OMol25: a cluster of 20 separate species, C25H18BCl76N2O4P2 in total at a distorted geometry (ωB97M-V/def2-TZVPD).

Calculated values
**Energy**: -1008341.7809 eV
**LUMO energy**: 1.0 eV
**Net charge**: -1
**HOMO**: -4.7203 eV
**Molar mass**: 3177.62 g mol⁻¹
**HOMO-LUMO gap**: 5.74 eV
**Multiplicity**: 1

```
128
C25H18BCl76N2O4P2 | OMol25 | ωB97M-V/def2-TZVPD
C 0.5205 3.3166 1.5621
P -0.1461 1.8328 0.6926
O -0.0355 2.3459 -0.8797
C 1.1621 0.5076 0.7133
O 0.5961 -0.4226 -0.2158
B -0.3817 -1.1753 0.6054
P -0.5761 -3.0662 0.0232
N 0.2699 -3.5685 -1.2477
O 0.1053 -1.1189 2.0089
C 1.3032 -0.4085 1.9169
C 1.9239 -0.0292 3.2328
C 1.0977 0.7644 4.2552
O -0.1978 1.0950 3.8068
C 1.8244 1.9913 4.7420
N 0.9313 2.9411 5.3878
H 0.4260 4.1493 0.8892
H 1.5343 3.2465 1.9031
H -0.1395 3.4959 2.3737
H 0.8775 2.6072 -1.0854
H 2.1616 0.7764 0.4050
H -1.5181 -0.7047 0.4919
H -1.9523 -3.2481 -0.2582
H -0.3635 -3.8895 1.1538
H 0.8417 -2.7886 -1.5531
H 2.0318 -1.1190 1.5229
H 2.8258 0.5212 3.0257
H 2.2000 -0.9603 3.6861
H 1.0182 0.1281 5.1176
H -0.8316 0.4592 4.1715
H 2.5192 1.6528 5.4891
H 2.4339 2.4218 3.9666
H 1.3556 3.8571 5.3611
H 0.0845 3.0196 4.8429
C -3.5961 2.0923 -2.1263
Cl -5.3534 1.9038 -2.3453
Cl -3.0133 0.9803 -0.9158
Cl -2.7978 1.7687 -3.6678
Cl -3.2623 3.7580 -1.6318
C 5.7418 -1.4928 3.3254
Cl 7.4699 -1.8617 3.3959
Cl 5.2894 -0.5773 4.7670
Cl 5.4075 -0.5372 1.8839
Cl 4.8164 -2.9896 3.2648
C -9.1816 1.7803 -3.8904
Cl -8.5706 2.1923 -2.2870
Cl -9.3995 3.2541 -4.8300
Cl -8.0402 0.7157 -4.7065
Cl -10.7454 0.9740 -3.7149
C -7.8890 6.4228 -2.4814
Cl -8.7926 6.9532 -3.9067
Cl -6.9793 4.9731 -2.8636
Cl -6.7964 7.7096 -1.9674
Cl -9.0263 6.0579 -1.1778
C 11.7506 -1.1617 4.5065
Cl 13.3892 -1.8052 4.4404
Cl 11.6929 0.3955 3.6773
Cl 10.6423 -2.2841 3.7228
Cl 11.2724 -0.9458 6.1907
C -0.2547 -7.8027 -0.2950
Cl 0.0416 -7.7925 1.4518
Cl -1.2206 -9.2342 -0.7130
Cl -1.1059 -6.3497 -0.7714
Cl 1.2903 -7.8670 -1.1363
C -3.3092 10.0684 -3.9029
Cl -4.8111 10.7854 -3.3152
Cl -3.2640 8.3629 -3.4687
Cl -3.2294 10.2256 -5.6577
Cl -1.9357 10.9010 -3.1731
C 2.9505 -6.7915 -4.5722
Cl 1.2045 -6.9846 -4.6859
Cl 3.6053 -8.0224 -3.4856
Cl 3.6712 -6.9886 -6.1774
Cl 3.3297 -5.1967 -3.9401
C 16.8062 0.1201 2.3765
Cl 15.2100 0.5851 2.9512
Cl 17.0277 -1.6145 2.6258
Cl 16.9513 0.4886 0.6579
Cl 18.0431 1.0035 3.2743
C 10.6697 4.1358 4.5011
Cl 12.3570 3.6299 4.3761
Cl 10.0089 3.5813 6.0384
Cl 10.5765 5.8954 4.4164
Cl 9.7436 3.4339 3.1758
C 12.4422 -5.6962 5.1368
Cl 10.8496 -5.1916 5.7027
Cl 12.6430 -7.4292 5.4052
Cl 12.6057 -5.3575 3.4144
Cl 13.6793 -4.8143 6.0353
C -13.4142 4.8051 -4.3667
Cl -11.8710 5.0984 -3.5777
Cl -13.1512 3.8617 -5.8345
Cl -14.4730 3.9073 -3.2769
Cl -14.1716 6.3451 -4.7858
C -7.4762 2.9945 1.9438
Cl -9.2237 2.8335 1.7074
Cl -6.9377 1.8328 3.1532
Cl -6.6542 2.6874 0.4197
Cl -7.1127 4.6334 2.4926
C -2.8859 -9.7333 3.7934
Cl -2.3026 -9.2210 5.3811
Cl -3.1405 -8.3262 2.7719
Cl -1.6962 -10.8030 3.0509
Cl -4.4127 -10.6038 3.9866
C -2.1620 4.8217 -6.6768
Cl -0.4818 4.2919 -6.5831
Cl -2.4845 5.9678 -5.3753
Cl -2.4474 5.6084 -8.2350
Cl -3.2199 3.4271 -6.5096
C 2.9585 1.4463 -3.6320
Cl 3.1453 3.1729 -3.2530
Cl 1.9096 0.6947 -2.4528
Cl 2.2385 1.2939 -5.2365
Cl 4.5506 0.6739 -3.6130
C -5.9609 -6.2610 0.2525
Cl -4.3366 -6.9276 0.1747
Cl -6.6277 -6.5040 1.8707
Cl -5.8826 -4.5350 -0.1006
Cl -6.9946 -7.0631 -0.9344
C -11.5800 -1.7862 -0.7092
Cl -11.3102 -0.0707 -0.4017
Cl -12.7424 -2.4163 0.4621
Cl -12.2228 -2.0083 -2.3422
Cl -10.0636 -2.6641 -0.5583
C -0.3753 -1.6929 -6.7959
Cl -1.9627 -1.6579 -7.5761
Cl 0.6894 -0.5308 -7.6003
Cl -0.5371 -1.2768 -5.0980
Cl 0.3159 -3.3058 -6.9499
```

=====

5.
Entry from OMol25: a structure of composition C25H18BrN6O6STa (ωB97M-V/def2-TZVPD).

Calculated values
**Energy**: -129860.2905 eV
**LUMO energy**: -7.6 eV
**Net charge**: +2
**HOMO**: -13.6553 eV
**Molar mass**: 791.37 g mol⁻¹
**HOMO-LUMO gap**: 6.09 eV
**Multiplicity**: 1

```
58
C25H18BrN6O6STa | OMol25 | ωB97M-V/def2-TZVPD
Ta 0.3185 -0.0143 0.6804
O -2.5465 -3.8640 4.2963
C -2.3973 -4.3898 3.0892
O -2.8525 -5.4477 2.7726
C -1.6075 -3.6136 2.0708
C -1.3937 -4.0904 0.7867
N -0.6767 -3.1744 0.1244
N -0.3926 -2.1244 0.8973
C -0.9568 -2.3815 2.0792
C -0.8451 -1.2918 3.0711
O -1.2189 -1.3068 4.1970
O -0.2303 -0.2072 2.4969
H -2.1265 -2.9945 4.4106
H -1.7133 -5.0179 0.3390
H -0.3495 -3.2069 -0.8300
Br 0.9028 -0.8451 -1.8965
C 2.6875 -1.4629 -1.5769
C 3.4303 -1.9914 -2.5858
C 4.7398 -2.4201 -2.2874
C 5.2293 -2.3048 -1.0167
C 4.4403 -1.7550 0.0233
C 4.9279 -1.6395 1.3468
C 4.1475 -1.1142 2.3396
C 2.8441 -0.6738 2.0515
C 2.3035 -0.7493 0.7714
C 3.1255 -1.3100 -0.2520
H 3.0401 -2.0821 -3.5905
H 5.3476 -2.8408 -3.0758
H 6.2337 -2.6372 -0.7887
H 5.9322 -1.9812 1.5640
H 4.5246 -1.0401 3.3505
H 2.2643 -0.2761 2.8785
N -5.1707 3.1183 -4.7525
C -4.4111 2.7095 -3.7288
C -4.7938 2.9837 -2.3954
C -4.0186 2.5678 -1.3502
C -2.8345 1.8576 -1.6077
C -2.4332 1.5811 -2.9254
C -3.2072 1.9984 -3.9680
S -1.8957 1.3588 -0.3007
O -2.4242 1.7756 0.9607
O -1.5797 -0.1398 -0.3668
N -0.2945 1.7246 -0.4338
C 0.2855 2.7021 0.3875
N 0.1420 3.9924 0.2908
C 0.8607 4.7028 1.1684
C 1.7178 4.1209 2.0992
C 1.7892 2.7456 2.1324
N 1.0484 2.0346 1.2719
H -6.0258 3.6236 -4.5983
H -4.9108 2.9313 -5.7050
H -5.7087 3.5289 -2.2059
H -4.3122 2.7799 -0.3312
H -1.5102 1.0489 -3.1192
H -2.9042 1.7928 -4.9860
H 0.7523 5.7792 1.1141
H 2.2964 4.7262 2.7803
H 2.4104 2.2040 2.8329
```

=====

6.
Entry from OMol25: a structure of composition C25H18Cl2IN5O2SW at a distorted geometry (ωB97M-V/def2-TZVPD).

Calculated values
**Energy**: -83557.0756 eV
**LUMO energy (alpha / beta)**: -6.9 / -7.4 eV
**Net charge**: +2
**HOMO (alpha / beta)**: -13.5085 / -14.0280 eV
**Molar mass**: 834.17 g mol⁻¹
**HOMO-LUMO gap (alpha / beta)**: 6.62 / 6.60 eV
**Multiplicity**: 3

```
55
C25H18Cl2IN5O2SW | OMol25 | ωB97M-V/def2-TZVPD
W 0.5394 1.0472 -0.1520
N 3.6967 -0.4164 2.4909
C 2.7229 -0.2601 1.5926
S 2.7519 1.2141 0.6258
N 1.8449 -1.2168 1.4530
N 0.8904 -0.9125 0.5157
C 0.0934 -1.8588 0.1219
C 0.2280 -3.2795 0.4859
C 0.3986 -4.2172 -0.5322
C 0.5483 -5.5592 -0.2195
C 0.5022 -5.9678 1.1059
C 0.3199 -5.0361 2.1200
C 0.1956 -3.6913 1.8163
C -0.9370 -1.4186 -0.8418
C -1.9338 -2.2489 -1.3225
C -2.8256 -1.7512 -2.2628
C -2.7049 -0.4398 -2.6979
C -1.7199 0.3560 -2.1485
N -0.8716 -0.1186 -1.2211
H 4.4102 0.2781 2.6253
H 3.7505 -1.2786 3.0100
H 0.4299 -3.9060 -1.5707
H 0.6965 -6.2849 -1.0074
H 0.6089 -7.0160 1.3507
H 0.2811 -5.3586 3.1515
H 0.0715 -2.9642 2.6077
H -1.9962 -3.2675 -0.9698
H -3.6069 -2.3890 -2.6543
H -3.3716 -0.0226 -3.4388
H -1.5972 1.3921 -2.4312
Cl -4.2769 4.4286 4.3885
C -3.1377 3.4871 3.5112
C -2.4835 2.4272 4.1748
C -1.5651 1.6310 3.5357
Cl -0.7986 0.3387 4.3630
C -1.2538 1.8703 2.1844
O -0.4111 1.0759 1.5725
C -1.8979 2.9466 1.5322
C -1.5500 3.2695 0.2166
O -0.6320 2.7159 -0.4672
C -2.8609 3.7480 2.2032
H -2.7155 2.2341 5.2145
H -2.0774 4.0834 -0.2841
H -3.3483 4.5619 1.6826
I 2.2168 -0.8789 -2.8306
C 2.1563 1.1728 -2.9648
C 2.7997 1.7590 -4.0457
C 2.8571 3.1374 -4.1334
C 2.2723 3.8984 -3.1337
C 1.6353 3.2501 -2.1013
N 1.5582 1.9057 -2.0077
H 3.2585 1.1317 -4.7956
H 3.3639 3.6087 -4.9651
H 2.3066 4.9779 -3.1446
H 1.1677 3.8120 -1.3081
```

=====

7.
Entry from OMol25: a structure of composition C25H18F3GeN2O7ReS at a distorted geometry (ωB97M-V/def2-TZVPD).

Calculated values
**Energy**: -121143.5204 eV
**LUMO energy**: -10.7 eV
**Net charge**: +2
**HOMO**: -14.3822 eV
**Molar mass**: 806.30 g mol⁻¹
**HOMO-LUMO gap**: 3.64 eV
**Multiplicity**: 1

```
58
C25H18F3GeN2O7ReS | OMol25 | ωB97M-V/def2-TZVPD
Re 1.0607 0.8428 1.4924
O 4.3582 -2.0605 5.3522
C 3.1620 -1.7768 5.8327
O 2.8389 -1.9446 6.9678
C 2.1212 -1.2017 4.8946
C 0.8184 -0.9497 5.3269
N 0.1280 -0.4471 4.3052
N 0.8924 -0.3592 3.2019
C 2.1162 -0.8147 3.5682
C 3.1416 -0.7706 2.4921
O 4.2475 -1.1747 2.5419
O 2.5690 -0.2272 1.3430
H 4.4835 -1.8670 4.4095
H 0.3794 -1.1309 6.2970
H -0.8557 -0.2125 4.2830
F -0.3263 2.5858 2.0222
C 0.3200 3.9077 1.9371
F 0.1148 4.4925 3.0649
F -0.2285 4.5065 0.9369
S 2.0751 3.3786 1.6684
O 2.9802 4.4323 1.5159
O 2.2295 2.4292 2.7783
O 1.7420 2.4513 0.4757
C 0.0777 0.1535 0.2617
Ge -0.8177 -0.3499 -1.5250
C 0.5664 -1.3858 -2.3651
C 0.2940 -2.6688 -2.8362
C 1.2826 -3.3761 -3.5053
C 2.5399 -2.8158 -3.6857
C 2.8202 -1.5437 -3.2023
C 1.8348 -0.8267 -2.5426
C -2.4847 -1.2150 -1.0844
C -2.9893 -1.3293 0.2073
C -4.2189 -1.9369 0.4251
C -4.9472 -2.4227 -0.6502
C -4.4563 -2.2977 -1.9425
C -3.2308 -1.6850 -2.1642
C -1.1126 1.4021 -2.2719
C -1.9738 2.2856 -1.6179
C -2.2027 3.5473 -2.1443
C -1.5792 3.9230 -3.3292
C -0.7330 3.0443 -3.9885
C -0.4951 1.7804 -3.4614
H -0.6800 -3.1183 -2.6845
H 1.0718 -4.3669 -3.8845
H 3.3065 -3.3732 -4.2069
H 3.8013 -1.1115 -3.3473
H 2.0514 0.1770 -2.1883
H -2.4267 -0.9551 1.0581
H -4.6060 -2.0351 1.4306
H -5.9065 -2.8934 -0.4821
H -5.0293 -2.6691 -2.7813
H -2.8757 -1.5687 -3.1827
H -2.5011 1.9755 -0.7198
H -2.8827 4.2289 -1.6501
H -1.7678 4.9025 -3.7484
H -0.2589 3.3405 -4.9145
H 0.1616 1.0945 -3.9835
```